[1]
Entry from the OMol25 dataset: a molecular structure, C6H15NO2 at a distorted geometry (ωB97M-V/def2-TZVPD).

Geometry (Å):
O (-1.1855, -0.0117, 0.9560)
O (-2.2507, -0.4595, -1.3657)
N (0.5166, -0.3693, -2.0441)
C (1.0849, 0.1957, -0.8636)
C (1.6774, -0.1840, 1.5607)
C (0.9174, -0.5396, 0.3050)
C (-2.1180, 0.5188, -0.4698)
C (-1.5616, -1.1551, 1.6994)
C (1.2988, 1.6812, -0.8824)
H (0.7671, -1.3551, -2.1159)
H (-1.1174, -1.0943, 2.6995)
H (0.6001, 2.2250, -1.5365)
H (1.5010, 0.8566, 1.8402)
H (-3.0343, 0.9721, -0.0813)
H (1.1258, 2.1253, 0.1010)
H (-2.6451, -1.2379, 1.8112)
H (1.3424, -0.8389, 2.3694)
H (-1.4200, 1.2672, -0.8616)
H (-1.1529, -0.5798, -1.8624)
H (2.3303, 1.9303, -1.1670)
H (0.8667, 0.0960, -2.8849)
H (2.7513, -0.3450, 1.4425)
H (-1.2252, -2.0707, 1.1963)
H (0.9309, -1.6271, 0.1542)

Output
HOMO-LUMO gap = 8.2 eV
energy above the lowest of the compared OMol25 structures with the same formula, charge and spin = 107.9 kcal per mole

***

[2]
Entry from the OMol25 dataset: 2 unconnected molecules or ions with the total composition CH6NO2 at a distorted geometry (ωB97M-V/def2-TZVPD).

Geometry (Å):
O (-0.2424, 2.7676, 0.0382)
O (-0.6727, 0.7331, -0.7182)
N (-0.1371, -1.9425, 0.0161)
C (0.0565, 1.4773, -0.1441)
H (-0.2329, -1.4968, 0.9277)
H (-1.0185, -1.8743, -0.5477)
H (0.2536, 3.3304, 0.6345)
H (1.1048, 1.3588, 0.2188)
H (0.3290, -2.8945, 0.1309)
H (0.5598, -1.4592, -0.5563)

Output
HOMO-LUMO gap (spin up / spin down) = 4.3 / 11.8 eV
⟨S²⟩ = 0.75
energy above the lowest of the compared OMol25 structures with the same formula, charge and spin = 29.7 kcal per mole
2S+1 = 2

***

[3]
Entry from the OMol25 dataset: a single C20H23BrN2O3S molecule at a distorted geometry (ωB97M-V/def2-TZVPD).

Geometry (Å):
Br (3.1365, 2.1918, -0.9725)
S (3.2837, -3.3275, 0.8477)
O (-5.0455, -1.7746, -0.8176)
O (-1.6678, 4.0952, 0.8192)
O (-2.6006, 1.5073, 0.9347)
N (1.1308, -2.0509, 0.0129)
N (1.9317, -3.8147, -1.3689)
C (-1.0094, -1.8661, 1.2259)
C (0.9963, -4.2265, -3.7097)
C (0.7107, -3.9362, -2.2540)
C (-1.4139, -0.5423, 0.4778)
C (0.7681, 0.6757, -0.0402)
C (1.2934, 1.9460, -0.3222)
C (-0.7772, 3.0183, 0.4585)
C (-1.8249, -0.7281, -1.0127)
C (-0.5487, 0.5913, 0.4370)
C (2.0331, -3.0541, -0.1707)
C (-4.0261, -0.4442, 0.8300)
C (0.5144, 3.1585, -0.0289)
C (2.2662, -4.2924, -4.3065)
C (1.4731, -0.6320, -0.5213)
C (-2.6309, 0.1644, 1.2784)
C (-4.2676, -0.5030, -0.6269)
C (-3.1550, -0.7503, -1.4616)
C (-1.4113, 4.5745, 2.1513)
C (0.4641, -2.0011, 1.3359)
C (-1.2778, 1.7472, 0.6991)
H (-1.0668, -0.8017, -1.8213)
H (-4.8031, 0.2823, 1.2585)
H (2.7151, -4.4109, -1.5143)
H (0.8906, -1.2122, 2.0000)
H (-2.4692, 0.0053, 2.2983)
H (-1.6309, 5.6483, 2.1984)
H (-0.3459, 4.5537, 2.3243)
H (-1.4543, -2.7996, 0.8027)
H (-3.4473, -0.9804, -2.4652)
H (-1.5021, -1.7459, 2.1644)
H (2.5772, -0.5315, -0.3984)
H (-4.2328, -1.4167, 1.3603)
H (0.1685, -4.2508, -4.4318)
H (-4.7939, 0.3917, -0.9207)
H (0.7105, -2.8993, 1.9481)
H (-2.0298, 3.9737, 2.9109)
H (1.1481, -0.6740, -1.5371)
H (0.1198, -2.9870, -2.2172)
H (-5.9784, -1.6892, -1.1288)
H (0.0028, -4.6889, -1.8693)
H (2.5807, -4.5294, -5.2636)
H (0.9647, 4.1663, -0.1750)
H (2.9652, -4.2648, -3.4390)

Output
HOMO-LUMO gap = 8.8 eV
energy above the lowest of the compared OMol25 structures with the same formula, charge and spin = 99.0 kcal per mole

***

[4]
Entry from the OMol25 dataset: a single C7H8N2O3 molecule at a distorted geometry (ωB97M-V/def2-TZVPD).

Geometry (Å):
O (-0.1982, -0.3949, -3.0986)
O (-2.3456, 1.1145, -0.2018)
O (-1.0886, 1.4895, -2.6129)
N (1.1478, -0.1394, -0.7441)
N (-0.4576, 0.5062, -2.3392)
C (-1.7831, 0.3309, 2.5691)
C (-0.0230, 0.4073, -1.0491)
C (-1.3422, 0.6682, 0.1984)
C (1.4188, -0.4117, 0.5379)
C (-0.8610, 0.1363, 1.3873)
C (2.0358, -0.5387, -1.8323)
C (0.4286, -0.4483, 1.4999)
H (-2.4315, 1.1618, 2.4500)
H (2.3237, -0.8380, 0.7702)
H (-2.7029, -0.3266, 2.4931)
H (1.7471, 0.0427, -2.7706)
H (-1.3959, 0.1346, 3.6299)
H (3.1055, -0.4628, -1.5950)
H (1.8213, -1.6772, -1.8540)
H (0.6010, -0.7545, 2.5618)

Output
HOMO-LUMO gap (spin up / spin down) = 7.1 / 7.1 eV
energy above the lowest of the compared OMol25 structures with the same formula, charge and spin = 151.5 kcal per mole